# 1
The following is a DFT calculation (wB97M-V/def2-TZVPD) of C20H42AlNP3S as an isolated structure at a distorted geometry.

Calculated values
Net charge   +3
HOMO   -16.064 eV
Relative energy (zero: lowest compared OMol25 entry of this formula, charge and spin)   55.5 kcal/mol

```
68
Properties=species:S:1:pos:R:3:lowdin_charge:R:1
H -3.242 0.726 -1.081 0.052
C 0.124 -3.508 0.534 -0.131
H 1.622 0.828 -4.076 0.056
C -2.020 -2.719 -4.000 -0.088
H -2.798 0.872 2.810 0.072
C 3.731 0.941 0.605 -0.199
H -0.274 0.670 5.734 0.089
H -4.130 1.735 0.149 0.089
H -0.007 -0.606 -1.757 -0.151
H -0.511 2.897 -3.543 0.079
C 0.268 -4.204 -4.355 -0.057
H 1.607 3.358 1.324 0.038
N -0.247 -0.584 2.001 0.126
H -1.410 2.032 3.094 0.059
C 1.375 3.199 -1.398 -0.236
C -0.017 -3.686 -3.073 -0.090
H 2.635 -0.969 2.993 0.077
H 3.689 0.466 3.267 0.078
H -3.639 0.041 0.552 0.081
C 1.822 2.643 2.134 -0.225
H 2.325 3.113 -0.849 0.032
H 2.011 0.436 3.926 0.038
H 0.577 -3.964 -2.212 0.078
C -3.375 0.950 -0.010 -0.188
H -2.966 -2.202 -3.876 0.108
C -0.412 -0.730 3.161 -0.091
C -0.043 -0.407 5.700 -0.044
H 1.526 3.818 -2.300 0.086
P 2.153 0.954 1.534 0.803
H -2.603 3.853 0.723 0.079
C -0.525 -3.962 -5.471 -0.039
S -1.150 -1.595 -1.600 0.776
C 2.656 0.128 3.092 -0.201
H -1.884 3.440 -0.901 0.076
H -0.817 3.830 0.517 0.048
C -1.708 -3.241 -5.255 -0.054
H 0.971 2.611 2.832 0.053
H -0.409 -0.913 6.614 0.112
H 4.518 1.010 1.368 0.070
H 3.809 1.767 -0.112 0.049
H -1.866 -0.912 4.599 0.153
H -0.190 -4.305 -6.476 0.140
H 0.653 3.713 -0.744 0.017
H -0.644 -2.171 4.581 0.147
C 2.045 0.820 -3.060 -0.201
H 2.942 1.472 -3.103 0.078
H -0.989 -3.623 2.310 0.040
P -1.894 1.660 0.740 0.736
H 0.763 -2.721 1.005 0.029
C -2.308 1.807 2.494 -0.195
C -0.942 -3.926 1.249 -0.055
C -1.767 3.379 0.191 -0.199
H 2.277 -0.234 -2.809 0.064
H 2.731 2.938 2.673 0.083
Al 0.012 0.612 0.370 0.163
H -3.006 2.657 2.497 0.082
C -1.060 -2.750 -2.947 -0.572
H -1.466 1.462 -2.868 0.029
H 3.834 -0.008 0.061 0.071
H 1.166 -4.799 -4.501 0.119
P 0.780 1.521 -1.903 0.792
H -1.810 -4.378 0.744 0.074
C -0.501 1.838 -3.233 -0.201
H 0.284 -3.704 -0.559 0.008
H 1.052 -0.488 5.610 0.076
C -0.772 -1.085 4.507 -0.165
H -2.345 -3.043 -6.106 0.118
H -0.212 1.242 -4.115 0.058
```



# 2
The following is a DFT calculation (wB97M-V/def2-TZVPD) of C23H27N9O7SSc as an isolated structure.

Calculated values
Net charge   +1
HOMO   -9.101 eV
Relative energy (zero: lowest compared OMol25 entry of this formula, charge and spin)   56.5 kcal/mol

```
68
Properties=species:S:1:pos:R:3:lowdin_charge:R:1
H -5.030 3.746 -3.419 0.114
Sc -0.602 0.124 0.240 1.091
N 0.200 -0.092 -1.863 0.156
H 2.289 0.188 -6.831 0.123
H 0.333 -2.093 4.668 0.135
O -2.097 1.297 -0.407 -0.145
H 2.287 -1.810 -5.305 0.115
H 2.337 -0.253 0.389 0.132
H 2.454 -2.658 0.460 0.162
C 1.026 0.575 -5.159 -0.104
H -0.140 1.479 7.534 0.108
C 0.152 -0.168 -3.023 -0.185
H -3.442 2.110 -2.437 0.117
C -0.708 -1.271 -4.995 -0.110
C -1.169 1.075 3.203 -0.094
O 3.857 -2.342 5.238 -0.396
H 0.533 1.519 -5.392 0.129
C 1.608 -4.613 -0.684 0.017
H -0.817 2.010 5.090 0.126
H 1.993 -4.903 0.292 0.115
H -3.764 6.693 -0.580 0.116
N -0.651 2.976 -0.059 0.067
H -1.552 1.972 2.734 0.117
H -0.590 -2.026 2.365 0.105
O -0.620 -1.991 0.126 -0.037
C 0.203 -2.326 -5.614 -0.157
C 1.370 -0.224 -6.415 -0.172
C -2.726 3.531 -0.995 -0.173
N 1.655 -0.996 6.135 0.131
O 0.392 -3.838 -0.515 0.052
S 3.832 -2.379 6.696 0.389
H -2.166 5.066 0.399 0.119
N 0.115 -0.244 -4.311 -0.070
H 1.909 -2.243 -6.952 0.118
H 1.784 -0.803 1.852 0.133
C -3.687 5.698 -0.994 -0.050
N 1.601 -0.785 0.847 0.064
H 2.331 -4.043 -1.265 0.104
C -4.485 5.319 -2.065 -0.056
C 1.529 -1.703 -6.086 -0.179
H -1.288 -0.739 -5.749 0.131
C -0.119 -1.199 4.265 0.029
C 2.582 -1.126 7.073 -0.321
C 0.709 -0.086 6.281 -0.236
H 0.398 -3.120 -4.893 0.109
N -1.034 -0.003 2.414 -0.052
H -5.187 6.025 -2.488 0.115
H -0.328 -2.786 -6.449 0.120
H 0.600 -0.081 -7.176 0.121
C -4.399 4.036 -2.590 -0.054
O 0.089 2.001 0.373 -0.206
C -0.119 -0.032 5.038 -0.088
C 0.624 0.730 7.389 0.014
C -3.510 3.118 -2.054 -0.007
H 1.919 0.782 -4.570 0.131
O 5.026 -1.892 7.341 -0.338
N -1.782 2.580 -0.435 -0.176
N 2.579 -0.407 8.206 0.147
H 1.621 1.059 9.267 0.115
C -0.755 1.091 4.524 0.033
C 1.613 0.484 8.347 -0.101
C 0.433 -2.640 -0.013 -0.554
N 1.618 -2.103 0.349 0.071
H 1.303 -5.494 -1.236 0.109
O 3.241 -3.578 7.252 -0.343
C -2.793 4.795 -0.437 -0.005
H -1.413 -1.678 -4.273 0.130
C -0.595 -1.146 2.989 -0.127
```



# 3
The following is a DFT calculation (wB97M-V/def2-TZVPD) of a 2-piece molecular cluster, Cl2H3PSi overall at a distorted geometry.

Calculated values
HOMO   -8.805 eV
Relative energy (zero: lowest compared OMol25 entry of this formula, charge and spin)   74.1 kcal/mol

```
7
Properties=species:S:1:pos:R:3:lowdin_charge:R:1
P 0.506 -1.489 0.505 0.576
Si 0.143 0.655 0.142 -0.625
H 0.457 -1.820 -0.776 -0.190
H -1.873 1.254 -1.186 0.001
H -0.786 -1.578 0.771 -0.200
Cl 1.363 1.340 -1.322 0.181
Cl 0.190 1.637 1.867 0.257
```



# 4
The following is a DFT calculation (wB97M-V/def2-TZVPD) of C30H33IMnN6S3 as an isolated structure at a distorted geometry.

Calculated values
HOMO (spin up / spin down)   -6.119 / -7.327 eV
Multiplicity   6

```
74
Properties=species:S:1:pos:R:3:mulliken_spin:R:1
H 3.202 2.601 -3.179 0.000
H 3.708 -2.451 -0.641 0.001
C -2.322 1.314 2.369 -0.057
C -1.006 -2.714 -3.823 -0.001
H -4.049 -4.327 -3.590 0.000
C -5.031 -1.144 -1.378 -0.003
C 3.643 0.870 -1.159 -0.008
H -2.540 -4.704 -2.768 0.000
C 2.306 2.932 -2.698 -0.001
S -0.541 2.524 -0.115 0.050
C -4.466 -1.875 -2.402 0.000
N 1.716 2.202 -1.678 0.005
S 2.641 1.007 2.150 0.032
C -1.284 2.769 4.461 -0.004
H -0.708 5.238 -0.958 0.002
C 2.862 -0.066 3.413 -0.008
H -1.553 4.389 -2.263 -0.001
C -2.796 -0.664 -0.588 -0.003
H 4.260 1.743 -1.315 0.001
C -3.171 2.072 3.179 0.000
C 2.373 -1.625 5.031 -0.005
H -3.301 3.396 4.850 0.001
C 0.573 2.853 -1.311 0.006
H -4.233 2.091 2.964 -0.001
C -0.443 2.004 3.667 -0.095
C -2.650 2.800 4.225 0.007
C -3.098 -2.149 -5.037 0.000
N 0.469 3.965 -2.089 -0.002
C 1.979 -1.226 -0.758 0.015
H -0.663 -1.684 -3.905 0.000
N 1.398 -0.012 -0.871 0.028
H 5.145 0.549 2.485 0.002
H 4.337 -1.013 5.798 0.000
H -2.631 -4.788 -4.530 0.000
C -0.621 4.889 -1.988 0.003
H 4.395 -2.436 4.725 0.000
H -0.554 -3.169 -2.945 0.000
C 1.527 4.007 -2.950 -0.003
H -0.659 -3.256 -4.700 0.000
H 1.293 -2.061 -0.674 -0.018
C 5.316 -0.156 3.297 -0.002
C -3.078 -2.002 -2.561 0.000
H 0.620 2.028 3.890 -0.002
C -0.924 1.244 2.599 0.122
H 5.908 -0.999 2.935 0.000
N 4.040 -0.606 3.757 0.004
H -0.865 3.349 5.272 -0.001
H 2.016 -1.546 6.058 -0.001
H 1.630 4.774 -3.690 -0.001
H -4.180 -2.218 -5.070 0.000
C -2.535 -2.772 -3.752 0.000
H -1.173 -1.459 -1.678 0.026
H -2.695 -2.659 -5.909 0.000
S -4.569 0.454 0.914 0.006
C 3.897 -1.481 4.907 0.001
I 0.002 -2.227 1.999 0.058
H 5.273 -0.480 -0.827 0.001
C 4.202 -0.358 -0.895 0.006
H -5.132 -2.353 -3.105 0.000
H 2.017 -2.570 4.601 0.004
C 3.330 -1.452 -0.763 -0.003
H -2.824 -1.098 -5.095 0.000
H -6.103 -1.057 -1.282 0.000
N 1.900 -0.508 4.238 0.008
H 0.923 -0.411 3.993 0.009
H 5.858 0.348 4.102 -0.001
C -2.968 -4.239 -3.653 0.000
N -2.089 -0.028 0.387 -0.001
C -4.190 -0.529 -0.469 -0.002
C -2.249 -1.399 -1.634 -0.019
C 2.252 1.003 -1.191 0.038
C -2.851 0.588 1.244 0.005
Mn 0.175 0.236 1.027 4.802
H -0.436 5.731 -2.650 0.000
```



# 5
The following is a DFT calculation (wB97M-V/def2-TZVPD) of C41H42Cl5IN6O2ScSi2 as an isolated structure at a distorted geometry.

Calculated values
Net charge   -1
HOMO   -3.471 eV
Relative energy (zero: lowest compared OMol25 entry of this formula, charge and spin)   24.1 kcal/mol

```
100
Properties=species:S:1:pos:R:3:lowdin_charge:R:1
C -0.024 -3.960 3.970 -0.110
H 1.717 -0.852 -2.251 0.058
C 0.092 2.223 -4.447 -0.147
C 3.525 -3.415 -0.985 -0.016
H 0.087 6.661 0.755 0.104
C 4.473 -3.528 -1.981 -0.094
H 5.240 -4.288 -1.909 0.097
C -2.263 -4.790 -3.040 -0.713
C -2.758 -3.416 -0.693 -0.563
H 3.653 2.342 -1.612 0.096
Si 1.744 0.599 2.954 0.462
C 2.536 -2.421 -1.058 -0.261
H 3.444 -1.034 -4.016 0.101
H 3.013 -0.435 1.026 -0.010
H 3.176 -1.400 2.472 0.022
H 0.033 -4.735 4.721 0.091
C 0.049 3.394 -0.092 -0.002
C -2.994 2.921 2.909 -0.136
N 0.059 1.654 -3.229 0.021
C -0.792 1.264 2.299 -0.342
H -3.008 0.238 -3.419 0.032
H -1.708 -0.524 -2.513 -0.017
C 1.826 5.430 0.476 -0.078
Si -3.159 0.802 -0.959 0.441
N 0.329 0.560 1.972 -0.138
H -4.344 2.637 -2.230 0.021
N 0.299 0.351 -3.281 0.029
H 3.383 4.027 0.095 0.110
H 3.933 1.670 0.008 0.091
C 4.460 -2.670 -3.072 -0.099
Cl -4.984 -4.828 -0.137 0.680
Sc -0.151 -0.695 0.159 0.879
Cl -3.027 -2.510 0.742 0.837
H -1.944 3.371 4.734 0.086
H 2.671 -0.266 5.131 0.020
C 0.375 1.203 -5.327 -0.749
H 2.510 6.225 0.734 0.102
H -3.813 2.240 1.076 0.064
H 1.607 3.128 2.960 0.012
H 3.248 2.630 2.632 0.004
C -1.947 2.802 3.813 -0.129
C -0.241 -1.940 1.994 -0.163
H -3.826 3.580 3.117 0.084
C -0.426 4.647 0.223 -0.042
H -4.892 -0.327 0.511 -0.004
C -1.395 -3.797 -2.627 -0.593
C 0.845 -3.959 2.909 -0.037
I 0.587 1.394 -7.395 0.796
C -1.905 1.347 1.383 -0.351
Cl -0.014 -3.390 -3.553 0.772
C -3.380 -5.117 -2.275 -0.726
C 3.146 -0.380 2.102 -0.157
C -2.974 2.181 1.748 -0.080
H -0.143 2.081 -2.335 0.121
C -3.617 -4.423 -1.091 -0.709
C 3.325 1.594 -0.891 0.023
H -3.318 -1.197 -2.466 0.025
C -4.929 0.309 -0.369 -0.185
C 2.371 2.406 3.231 -0.164
H 1.077 0.397 5.415 0.014
H 5.215 -2.755 -3.842 0.094
H -5.527 1.180 -0.114 0.013
O 1.072 0.845 -0.653 -0.082
C 1.869 1.801 -0.546 -0.319
H 2.633 2.581 4.271 0.019
H -0.078 3.267 -4.621 0.112
C -1.022 -1.929 3.147 -0.164
H -2.612 2.878 -2.354 -0.002
C 2.315 4.189 0.124 -0.031
H 0.714 -0.952 -4.856 0.078
C 0.500 0.049 -4.545 -0.204
O -0.831 -2.105 -1.083 -0.212
C 3.467 -1.705 -3.167 -0.094
H 1.242 -1.180 4.676 0.006
H -3.460 3.346 -0.899 0.004
H -1.682 -2.973 4.906 0.100
H -5.463 -0.234 -1.145 0.020
C -3.410 2.588 -1.675 -0.176
H 4.120 0.059 2.302 0.025
N -1.889 0.656 0.200 -0.158
H 1.642 -4.685 2.833 0.100
H -1.730 -1.118 3.301 0.102
C -2.761 -0.266 -2.488 -0.156
H -0.106 1.831 4.235 0.066
N 1.631 -2.183 -0.038 -0.006
C 0.737 -2.977 1.901 -0.314
C -1.608 -3.048 -1.441 -0.469
H -0.643 2.587 -0.278 0.082
Cl -1.980 -5.639 -4.506 0.668
Cl -4.449 -6.372 -2.776 0.642
C 2.512 -1.583 -2.179 -0.084
C 0.458 5.678 0.505 -0.060
N 1.550 -3.145 0.832 0.113
C -0.978 -2.950 4.083 -0.088
C 1.429 3.135 -0.166 -0.146
C 1.671 -0.183 4.714 -0.162
H 3.530 -4.066 -0.124 0.101
H -1.491 4.815 0.254 0.107
C -0.902 1.955 3.518 -0.076
H 3.455 0.603 -1.322 0.073
```



# 6
The following is a DFT calculation (wB97M-V/def2-TZVPD) of a single C8H10 molecule at a distorted geometry.

Calculated values
HOMO (spin up / spin down)   -7.423 / -7.293 eV
Relative energy (zero: lowest compared OMol25 entry of this formula, charge and spin)   172.5 kcal/mol

```
18
Properties=species:S:1:pos:R:3:lowdin_charge:R:1
H 1.283 1.060 2.601 0.138
H -0.316 3.337 -0.236 0.039
H -0.231 1.670 -1.061 0.061
H -0.023 -2.445 -1.484 0.104
C 0.002 1.841 1.070 -0.020
C -0.115 2.300 -0.157 -0.017
C -0.613 -2.064 -0.642 -0.059
H -1.233 -2.801 -0.170 0.087
C -0.032 -0.810 0.007 -0.379
H 1.848 0.456 -0.584 0.116
C 0.293 0.817 2.118 -0.186
C -1.063 -0.668 -1.036 -0.138
H 2.228 -1.321 0.219 0.140
C 0.550 -0.233 1.158 -0.175
H -0.724 -0.386 -2.061 0.107
H -0.559 0.816 2.803 0.116
H -1.997 -0.071 -0.823 0.121
C 1.474 -0.420 0.039 -0.056
```